1.
Density functional theory data (wB97M-V/def2-TZVPD) for a gas-phase ion, C6H14NO (charge -1).

* total energy: -9984.6530 eV
* net charge: -1
* structure (SMILES): CCC[C@H](C[O-])NC
* LUMO energy: 3.65 eV
* energy above the lowest of the compared OMol25 structures with the same formula, charge and spin: 45.4 kcal/mol
* HOMO: -2.34 eV
* multiplicity: 1

Last column: Löwdin charge in e.
Geometry (Å):
1 H -1.447 -2.662 -0.975  0.081
2 H 0.866 2.873 -1.148  0.061
3 C -0.170 2.411 -1.137  -0.516
4 C -1.191 -1.075 0.342  -0.293
5 H 1.910 -0.989 0.917  0.048
6 H -0.451 1.234 0.920  0.106
7 C 1.963 0.064 1.187  -0.141
8 C -1.212 -2.561 0.125  -0.149
9 H -1.944 -3.151 0.638  0.043
10 H 1.136 0.210 1.904  0.065
11 H -1.212 0.270 -1.485  0.097
12 O -1.210 3.132 -0.879  -0.314
13 C -0.558 -0.142 -0.705  -0.206
14 H -0.170 1.770 -2.096  0.071
15 C 0.040 1.095 -0.027  -0.327
16 H -0.252 -3.088 0.215  0.062
17 H -2.268 -0.702 0.372  0.127
18 H 2.075 1.760 0.236  0.069
19 H 0.271 -0.697 -1.157  0.105
20 H -0.704 -0.922 1.309  0.078
21 N 1.497 0.948 0.082  -0.135
22 H 3.029 0.219 1.362  0.066


2.
Density functional theory data (wB97M-V/def2-TZVPD) for a gas-phase ion, C6H7N4O5 (charge -1).

* total energy: -22525.2175 eV
* net charge: -1
* structure (SMILES): N#CC(/C=C\[C@H](/C=[N+](\[O-])O)NO)=[N+]([O-])[O-]
* LUMO energy: 2.98 eV
* energy above the lowest of the compared OMol25 structures with the same formula, charge and spin: 0.0 kcal/mol
* HOMO: -4.20 eV
* multiplicity: 1

Last column: Löwdin charge in e.
Geometry (Å):
1 H 1.923 -1.770 0.899  0.123
2 N -1.663 -1.320 -1.537  -0.067
3 O 4.435 1.042 0.195  -0.009
4 H -2.837 -1.288 0.029  0.093
5 O -1.550 2.408 -0.404  0.022
6 C 2.344 0.130 -0.055  -0.246
7 C -0.839 -0.455 -0.691  -0.313
8 C -1.621 0.313 0.376  -0.057
9 H -0.501 0.183 -1.448  0.113
10 C 0.188 -1.158 0.185  -0.101
11 H -1.803 -0.326 1.309  0.162
12 N -1.931 1.534 0.324  -0.302
13 C 2.013 1.240 -0.803  -0.221
14 C 1.471 -0.869 0.423  -0.070
15 H -0.350 -1.932 0.804  0.115
16 N 3.656 0.101 0.359  -0.398
17 O 4.104 -0.963 0.909  -0.072
18 N 1.721 2.233 -1.354  0.137
19 O -2.803 -1.882 -0.829  -0.151
20 O -2.383 2.022 1.633  0.022
21 H -2.409 2.970 1.474  0.090
22 H -1.164 -2.213 -1.798  0.131


3.
Density functional theory data (wB97M-V/def2-TZVPD) for a molecular structure, C24H14Cl2FN4O12V.

* total energy: -109104.5440 eV
* net charge: -2
* LUMO energy (alpha / beta): 4.05 / 4.05 eV
* energy above the lowest of the compared OMol25 structures with the same formula, charge and spin: 0.0 kcal/mol
* HOMO (alpha / beta): -2.40 / -2.56 eV
* multiplicity: 3

Last column: Löwdin charge in e.
Geometry (Å):
1 C 1.089 -3.971 -3.094  0.055
2 C 0.203 -3.071 -2.542  -0.166
3 H -1.392 3.566 -1.648  0.138
4 H -0.819 1.408 3.534  0.094
5 C -0.851 2.211 0.408  -0.030
6 C 0.598 -3.738 1.693  -0.569
7 C -1.034 4.366 1.561  -0.458
8 C -0.100 -2.524 1.609  -0.388
9 O 3.212 -0.559 -0.019  0.050
10 N -1.338 5.713 1.404  0.210
11 F -1.978 6.086 -2.100  0.065
12 H -0.589 2.532 -4.095  0.073
13 C -1.664 6.409 0.247  -0.416
14 C -0.509 0.531 -2.498  -0.412
15 O 0.463 0.699 -3.207  -0.020
16 O -0.802 3.900 2.658  0.072
17 O -3.232 2.173 0.309  0.059
18 C 2.849 -2.846 -1.876  0.082
19 C 1.261 -0.947 4.761  -0.052
20 H 2.932 -5.356 -3.788  0.098
21 C -0.278 0.468 3.612  -0.132
22 O -1.653 1.318 -2.782  -0.168
23 C -1.659 5.542 -0.909  -0.180
24 O -1.844 -2.057 -2.119  -0.077
25 N -1.008 3.661 0.386  0.021
26 C -1.597 2.146 -3.934  -0.126
27 O 3.377 -4.703 -3.238  0.049
28 H -2.303 2.964 -3.780  0.075
29 C 1.701 -3.180 3.742  -0.619
30 O -1.838 -3.842 -3.497  0.034
31 Cl 2.804 -3.626 5.035  0.607
32 O -2.119 0.251 0.033  -0.110
33 N -0.481 -0.408 2.664  0.154
34 N 0.609 -2.122 -1.720  0.074
35 O -0.908 -2.268 0.660  -0.133
36 H -0.153 1.910 -0.372  0.114
37 C 0.598 0.243 4.693  -0.061
38 H 0.737 1.009 5.445  0.094
39 H -1.895 1.582 -4.823  0.081
40 H -0.418 1.909 1.356  0.107
41 V -0.819 -0.861 -0.859  1.015
42 C 0.169 -1.592 2.700  -0.125
43 H 1.973 -5.025 2.721  0.093
44 O 0.981 -0.265 -0.118  -0.098
45 C 1.882 -1.994 -1.385  -0.138
46 C 2.432 -3.849 -2.744  -0.286
47 C -1.302 -3.023 -2.764  -0.566
48 H 0.723 -4.741 -3.762  0.124
49 C -2.206 1.516 0.224  -0.601
50 C -1.363 4.241 -0.801  0.071
51 O -1.917 7.600 0.274  0.054
52 C 2.092 -0.838 -0.417  -0.555
53 Cl 0.371 -4.915 0.425  0.696
54 H 3.883 -2.733 -1.586  0.130
55 C 1.062 -1.918 3.756  -0.179
56 C 1.474 -4.065 2.732  -0.157
57 H 1.945 -1.160 5.572  0.075
58 H -1.351 6.245 2.261  0.158


4.
Density functional theory data (wB97M-V/def2-TZVPD) for a molecular structure, C31H33F32N4O7PS.

* total energy: -160058.0886 eV
* net charge: 0
* LUMO energy: -1.19 eV
* HOMO: -8.88 eV
* multiplicity: 1

Last column: Löwdin charge in e.
Geometry (Å):
1 H -0.430 8.698 4.654  0.064
2 O -2.294 0.105 1.056  -0.177
3 H -1.943 -0.072 1.950  0.077
4 F 8.162 7.490 -2.187  0.105
5 C 5.882 -8.256 -1.943  -0.438
6 H 7.094 -8.702 -3.696  0.174
7 H 0.167 7.509 5.664  0.064
8 F -6.751 -0.442 -3.216  0.090
9 C -2.660 3.580 4.063  -0.121
10 H -2.101 7.658 6.053  0.106
11 H 1.457 -8.279 -2.459  0.158
12 F -3.260 0.068 -3.345  0.115
13 O 3.793 -6.882 -2.378  0.031
14 C -6.765 -3.051 -1.088  -0.281
15 C -1.528 2.712 1.870  -0.172
16 F 4.483 6.855 0.297  0.136
17 C -4.845 0.893 5.067  -0.291
18 F -1.960 -2.676 -1.681  0.107
19 C 5.060 5.680 0.602  -0.526
20 H -4.773 0.381 -0.946  0.145
21 H -5.613 1.187 -3.297  0.174
22 F 6.921 -10.300 -2.530  0.095
23 N -0.391 7.695 4.828  -0.036
24 H -2.551 5.357 6.104  0.090
25 H -4.068 1.943 6.819  0.113
26 F -6.653 -2.965 -2.427  0.103
27 C -6.149 -1.833 -0.396  -0.521
28 H -3.354 1.815 2.799  0.096
29 H -3.276 -0.463 -1.093  0.085
30 C -1.673 5.603 5.460  -0.136
31 F -0.199 -6.826 -2.774  0.090
32 F 4.895 5.517 1.933  0.134
33 C 4.421 4.498 -0.129  -0.270
34 H -4.919 1.072 3.950  0.092
35 N 0.512 5.545 3.090  -0.240
36 H -4.003 4.132 5.807  0.095
37 F -8.088 -3.138 -0.806  0.094
38 F -1.110 -0.681 -1.592  0.080
39 C -1.744 7.144 5.103  -0.268
40 H -2.741 1.459 5.667  0.109
41 S 1.408 5.246 1.717  1.051
42 N 0.581 3.959 1.026  -0.196
43 C -0.897 -4.975 -4.013  -0.299
44 N -4.410 -0.509 5.322  -0.028
45 C -4.331 -0.527 -1.357  -0.052
46 H 0.471 0.962 1.163  0.074
47 F -5.487 0.032 -4.909  0.089
48 C -2.580 2.624 2.870  0.008
49 C 0.406 -2.502 -1.506  -0.510
50 F 3.970 -7.566 -4.512  0.149
51 F 5.049 -8.901 -1.095  0.133
52 H -4.748 -1.090 4.545  0.063
53 C -3.845 3.333 5.044  -0.156
54 C -0.968 -1.946 -1.133  -0.281
55 F -4.279 -1.847 -3.317  0.127
56 F -6.248 -1.990 0.946  0.132
57 O 0.586 -3.818 -1.056  0.041
58 F 4.650 7.121 -2.234  0.097
59 H 1.522 -4.545 -2.784  0.129
60 H 5.853 8.703 -2.235  0.174
61 C 0.799 -4.845 -2.028  -0.048
62 H -3.388 -0.532 5.216  0.049
63 O -2.111 2.018 -0.787  -0.274
64 C 5.223 -6.932 -2.384  -0.037
65 C 6.993 6.898 -1.808  -0.439
66 O 0.099 1.049 0.262  -0.164
67 H 5.512 -6.193 -1.634  0.149
68 F 1.568 -8.936 -4.336  0.108
69 H -0.745 5.473 6.095  0.127
70 P -1.517 1.486 0.480  0.594
71 H 5.638 -6.553 -3.320  0.145
72 H 8.018 6.926 0.045  0.148
73 F 1.362 -1.766 -0.898  0.143
74 C -0.568 4.672 3.151  -0.215
75 F 7.064 5.618 -2.238  0.132
76 F -1.479 -5.401 -1.751  0.135
77 C -0.465 -5.492 -2.640  -0.424
78 H 4.852 3.552 0.204  0.180
79 F 5.335 -9.616 -3.833  0.097
80 C -0.453 3.761 1.934  -0.315
81 C 5.858 7.645 -2.510  -0.304
82 F 6.012 7.566 -3.855  0.095
83 F -1.220 -3.671 -3.992  0.103
84 C 6.971 6.909 -0.265  -0.040
85 C 3.105 -7.330 -3.513  -0.505
86 H -0.112 -5.132 -4.758  0.171
87 F 6.982 -7.919 -1.210  0.106
88 H 1.300 -5.637 -1.468  0.142
89 C -4.381 -0.563 -2.901  -0.432
90 F 0.660 -2.425 -2.823  0.150
91 C -3.784 1.885 5.727  -0.176
92 F 2.920 -9.580 -2.762  0.104
93 F 2.342 -6.284 -3.921  0.125
94 H -4.783 3.315 4.410  0.120
95 C -1.641 4.640 4.235  -0.058
96 H -6.275 -3.971 -0.764  0.175
97 H -1.109 -1.943 -0.050  0.164
98 O -4.784 -1.703 -0.671  0.033
99 F 4.594 4.590 -1.460  0.112
100 H 6.548 7.830 0.139  0.145
101 O 6.442 5.750 0.388  0.039
102 C 2.203 -8.530 -3.213  -0.286
103 H -2.482 7.400 4.302  0.119
104 C -5.578 0.126 -3.557  -0.297
105 F 3.081 4.470 0.094  -0.036
106 F -2.005 -5.639 -4.430  0.096
107 H -5.865 1.095 5.507  0.118
108 F -6.792 -0.689 -0.685  0.142
109 C 6.350 -9.189 -3.060  -0.305


- Look up the total energy of the first one.
  -9984.6530 eV


- Which of these has the lowest total energy?
  C31H33F32N4O7PS


- net charge of number 1 (C6H14NO)?
  -1


- Number 3 is which compound?
  C24H14Cl2FN4O12V